The following is a DFT calculation (ωB97M-V/def2-TZVPD) of a structure of composition C50H53N12O2PS3Ti.

Results
multiplicity = 3
molecular weight = 1029.1 Da
LUMO energy (alpha / beta) = -3.91 / -6.36 eV
energy above the lowest of the compared OMol25 structures with the same formula, charge and spin = 89.91 kJ/mol
HOMO level (alpha / beta) = -10.55 / -12.74 eV
charge = +2

Structure (XYZ):
```
122
C50H53N12O2PS3Ti, DFT ωB97M-V/def2-TZVPD
Ti 1.32638 0.09594 -0.19183
S -0.03173 2.63493 -2.12832
S -2.72229 -0.46584 -2.05036
S -1.13968 -2.15870 -0.72953
P 2.54049 0.88115 3.38261
O 0.32182 0.24188 4.68271
O 2.78770 -1.17484 -1.21557
N 0.42398 1.14697 1.55179
N 0.45668 2.76252 3.03999
N 2.33293 -1.23559 1.69267
N -2.55262 -1.95589 -1.36229
N 4.90746 1.87238 1.96188
N 3.39649 1.02381 0.65858
N 0.77278 1.41789 -1.06666
N -0.09545 -1.21677 -0.49667
N -1.02840 -1.37708 5.37786
N -0.36180 0.17985 6.92834
N -1.39659 2.05174 -2.30148
N 2.57093 -1.97503 3.82578
C 2.00274 4.14410 -5.35081
C -6.50852 -1.65330 -1.99992
C -2.15099 0.33166 -4.48893
C 2.65590 -3.03164 2.95980
C -1.56222 -2.93241 0.77569
C -5.15111 -1.67839 -2.11744
C -0.36739 5.07621 -1.04378
C -2.39970 -2.10694 -4.14560
C -2.89470 -2.85129 1.24313
C -1.91151 0.16389 -5.83836
C -5.09171 0.71093 -1.47223
C 0.76301 -4.11617 -3.89998
C 0.48411 -3.17887 -2.88164
C 0.82092 3.50317 4.23937
C 2.25024 5.25333 -0.08713
C 3.01734 -1.99334 5.25473
C -4.48401 -0.42484 -1.89616
C -2.14824 -2.30737 -5.49838
C -2.38454 -3.92257 3.32216
C -0.38513 -3.44816 -1.86236
C 2.17116 2.94716 -6.10827
C 1.22293 1.64488 -4.42799
C -3.26209 -3.31085 2.44032
C -0.72381 -5.67668 -2.87785
C 2.54238 -2.58876 1.70109
C 0.23881 -5.40085 -3.85778
C -0.65642 -3.39850 1.66497
C 4.45409 1.38768 -0.11416
C 5.40976 1.98036 0.65597
C 5.63309 2.43361 3.08115
C 2.38104 -0.86022 2.98007
C -1.78526 -2.03326 6.40264
C -6.47947 0.68575 -1.42228
C -0.00628 6.15430 -0.27969
C 1.07915 2.76095 -3.61237
C -0.59823 2.94929 2.23207
C -7.16553 -0.48320 -1.71963
C 3.67116 1.36602 1.88570
C -2.44770 -0.76641 -3.73296
C -0.31341 -0.28749 5.60583
C -0.62829 1.95251 1.35915
C 1.70494 1.74496 -5.70942
C -1.04949 -3.90256 2.93319
C 1.50197 4.10281 -4.09874
C 1.05489 1.66291 2.59731
C 1.34042 6.28157 0.05092
C 1.84317 4.11131 -0.78384
C -1.81263 -1.15863 -6.31164
C -1.04039 -4.68255 -1.95210
C 0.57523 4.05218 -1.31194
H -1.38908 1.79781 0.61180
H 3.89342 -1.35706 5.37365
H 2.91034 -4.05669 3.30860
H 2.28216 5.07200 -5.72345
H 2.23186 -1.71654 5.96974
H -1.72056 -4.78550 -1.11098
H 2.63349 2.93116 -7.11644
H 0.13969 4.32899 4.42682
H -2.38816 -2.90907 -3.42183
H 1.85486 0.87002 -6.27998
H 6.36487 2.38131 0.36965
H -4.65443 -2.56405 -2.41618
H 6.71142 2.52830 2.78822
H 1.39244 -3.90264 -4.79201
H -2.19883 -2.97862 6.09858
H 0.87541 -2.12644 -2.81311
H -0.56062 7.07426 -0.14256
H 1.66705 7.26893 0.47648
H -1.11337 -0.06596 7.58328
H 3.41168 -1.58548 -0.59150
H -7.00010 -2.57252 -2.06689
H -4.61003 1.67721 -1.29646
H 5.26039 3.41090 3.34628
H 2.95829 -1.75661 -2.01664
H -1.20498 -6.62549 -2.72092
H -1.97397 -3.26677 -5.96315
H 3.35254 -2.98610 5.50416
H 5.66827 1.73251 3.95780
H -3.67187 -2.49858 0.54348
H 3.26837 5.35452 0.23345
H -8.23847 -0.47639 -1.73505
H -2.30850 1.33732 -4.09051
H -1.69421 0.96201 -6.55031
H 1.21408 5.05265 -3.56742
H -6.99526 1.55246 -1.01501
H 0.07706 1.10094 7.10321
H -2.59992 -4.22529 4.35025
H 0.43217 -6.16550 -4.53759
H 0.38741 -3.54807 1.38030
H 2.34114 -3.15519 0.80226
H -1.36695 3.72032 2.47215
H 1.94570 3.87313 4.24185
H 2.51775 3.24940 -0.92080
H -1.37409 5.01738 -1.47080
H 0.77603 2.88421 5.15080
H -1.03589 -1.65763 4.46717
H -2.62548 -1.45283 6.75870
H -0.17429 -4.12642 3.58241
H 4.38360 1.44567 -1.18754
H -4.35141 -3.21510 2.69169
H 0.92316 0.67801 -4.06408
H -1.42895 -1.38645 -7.28706
H -1.11405 -2.09401 7.26417
```